No. 1
The ion C3H11N2 with charge +1 in a non-equilibrium geometry, computed with ωB97M-V/def2-TZVPD.

Output
- SMILES string: CNCC[NH3+]
- Net charge: +1

```
16
Properties=species:S:1:pos:R:3:lowdin_charge:R:1
C 1.67664 0.31941 0.84304 -0.07
N 0.33670 0.84613 0.55768 -0.17
C -0.06602 0.71447 -0.82004 -0.19
C -0.64357 -0.73479 -0.99866 -0.11
N -1.28528 -1.05102 0.31547 0.16
H 2.43403 0.79162 0.21773 0.09
H 1.71101 -0.74850 0.63291 0.08
H 1.87048 0.47423 1.90429 0.10
H 0.30456 1.79418 0.89127 0.13
H -0.87114 1.41213 -1.05769 0.13
H 0.74942 0.80719 -1.54073 0.13
H -1.40862 -0.74310 -1.77288 0.13
H 0.11871 -1.47179 -1.20869 0.12
H -2.29906 -0.90507 0.29338 0.17
H -1.14246 -2.02237 0.60615 0.17
H -0.80545 -0.37017 0.96525 0.12
```

=====

No. 2
A cluster of 2 separate species, C3H11N2 in total in a non-equilibrium geometry, computed with ωB97M-V/def2-TZVPD.

Output
- Net charge: +1

```
16
Properties=species:S:1:pos:R:3:lowdin_charge:R:1
C 1.84154 0.38067 -0.32557 -0.18
C 2.14260 1.82264 -0.72046 -0.15
H 2.62681 -0.05442 0.28735 0.07
H 0.95627 0.44848 0.30207 0.03
H 1.71998 -0.29322 -1.16856 0.07
H 2.16883 2.45089 0.16195 0.07
H 1.40943 2.17949 -1.44039 0.06
H 3.12727 1.95975 -1.17099 0.07
N -1.75614 -1.14946 1.45583 0.20
C -1.13863 -1.10713 0.29895 -0.18
N -1.43288 -0.24492 -0.64775 0.20
H -2.04907 -0.28220 1.89003 0.15
H -1.45018 -1.81470 2.16400 0.15
H -0.34572 -1.81919 0.09390 0.16
H -0.65930 0.04181 -1.23768 0.12
H -2.25504 0.33390 -0.49797 0.15
```

=====

No. 3
A structure of composition C3H11N2 in a non-equilibrium geometry, computed with ωB97M-V/def2-TZVPD.

Output
- Net charge: +1

```
16
Properties=species:S:1:pos:R:3:lowdin_charge:R:1
C -1.46272 -2.01222 0.10303 -0.05
N -1.38672 -0.54047 -0.27495 0.00
H -1.36955 -2.55144 -0.82104 0.08
H -0.50949 -2.14497 0.86319 0.14
H -2.25070 -2.32907 0.73944 0.07
H -1.57654 -0.35247 -1.23118 0.11
H -0.38597 -0.00972 0.34041 0.10
H -2.19201 -0.09226 0.19654 0.14
C 0.68417 2.09823 -0.14597 -0.03
C 1.78368 -0.07651 0.06623 0.05
N 0.75853 0.64030 0.30349 -0.10
H -0.33859 2.29250 -0.50544 0.08
H 1.48194 2.37554 -0.84383 0.09
H 0.87606 2.73871 0.75867 0.11
H 1.90504 -1.03401 0.57126 0.09
H 2.72639 0.35134 -0.40757 0.13
```

=====

No. 4
A cluster of 2 separate species, C3H11N2 in total in a non-equilibrium geometry, computed with ωB97M-V/def2-TZVPD.

Output
- Net charge: +1

```
16
Properties=species:S:1:pos:R:3:lowdin_charge:R:1
C 0.70164 0.61933 -2.11400 -0.01
N 0.21475 -0.60223 -1.32452 0.06
H 1.55809 0.98680 -1.50651 0.10
H -0.07280 1.40553 -2.06809 0.11
H 1.22629 0.12261 -2.96692 0.11
H 0.99693 -1.31426 -1.43456 0.18
H -0.10796 -0.35711 -0.35409 0.01
H -0.74032 -1.04533 -1.59235 0.20
C 0.58837 -0.09486 1.99876 0.01
C -1.69817 0.15795 1.37353 -0.04
N -0.54522 0.30774 0.90956 -0.16
H 1.06714 0.85331 2.17149 0.08
H 0.01724 -0.28977 2.88491 0.07
H 1.31383 -0.77601 1.55519 0.07
H -2.48658 0.90936 1.10075 0.10
H -2.03322 -0.88307 1.36686 0.11
```

=====

No. 5
A cluster of 2 separate species, C3H11N2 in total in a non-equilibrium geometry, computed with ωB97M-V/def2-TZVPD.

Output
- Net charge: +1

```
16
Properties=species:S:1:pos:R:3:lowdin_charge:R:1
C -2.22085 0.49619 0.48976 -0.02
N -1.53041 -0.13251 -0.66832 0.13
H -3.29346 0.57572 0.33266 0.10
H -2.09186 -0.17199 1.33380 0.10
H -1.80534 1.47408 0.69764 0.10
H -0.49103 -0.22734 -0.51554 0.08
H -1.69457 0.27944 -1.58286 0.17
H -1.76651 -1.12333 -0.67449 0.16
C 1.38115 -0.29707 1.32991 -0.01
C 1.65604 0.29474 0.17728 -0.24
N 1.28782 -0.34716 -1.07245 0.00
H 1.00074 -1.31455 1.40820 0.07
H 1.50109 0.13038 2.31259 0.06
H 2.34636 1.12651 0.11752 0.11
H 1.49701 -1.30341 -0.95884 0.08
H 1.87870 0.02190 -1.80782 0.10
```

=====

Relative energy (zero: lowest compared OMol25 entry of this formula, charge and spin) across the listed records, respectively: 50.51 59.69 204.87 420.10 117.84 kJ/mol.